ORCA calculation (ωB97M-V with the def2-TZVPD basis set) on a 2-piece molecular cluster, C7H17NO2 overall at a distorted geometry.

HOMO   -0.3604 Eh
Frontier orbital gap   10.398 eV
Total charge   0
Strongest force on any atom   0.02843 hartree/bohr

```
27
Properties=species:S:1:pos:R:3:forces:R:3
C -0.075918 2.208997 -2.870260 -0.0507 0.2003 -0.0591
C 0.198083 0.804016 -2.344971 0.0854 -0.2314 -0.1235
C 0.338128 0.769870 -0.826389 0.0176 0.2331 0.0232
C 0.505815 -0.640727 -0.239310 -0.4308 0.2921 -0.1537
C 1.803902 -1.325482 -0.672551 0.1997 -0.0512 0.0425
C 0.437443 -0.545053 1.275749 0.9237 -0.7345 0.8626
O 1.327186 -0.023507 1.941012 -1.1175 -0.3523 -0.5593
N -0.629805 -1.213284 1.872192 0.2267 0.3966 -0.5418
C -0.640517 -1.512719 3.291623 0.0559 0.0449 0.3537
H -0.173305 2.215191 -3.964831 0.0217 0.0118 0.2832
H -1.007782 2.612301 -2.444849 0.2579 -0.0872 -0.1169
H 0.739621 2.896548 -2.600053 -0.2235 -0.1780 -0.0646
H -0.619481 0.130419 -2.646614 0.1449 0.1146 0.0278
H 1.112276 0.412104 -2.815096 -0.2043 0.0800 0.0909
H 1.196606 1.389077 -0.519478 -0.2297 -0.1759 -0.0012
H -0.557705 1.234657 -0.382482 0.2590 -0.0729 -0.0459
H -0.342793 -1.252961 -0.583870 0.1109 0.0976 0.0186
H 1.915078 -2.304637 -0.184522 0.0000 0.2622 -0.1153
H 1.811567 -1.490311 -1.757457 -0.0278 0.0506 0.2601
H 2.673603 -0.706430 -0.408840 -0.2764 -0.1783 -0.0152
H -1.230339 -1.762792 1.271277 0.3111 0.0524 0.1162
H -1.622786 -1.916006 3.561387 0.2334 0.0691 -0.0650
H 0.139418 -2.243868 3.552633 -0.2028 0.2255 -0.0209
H -0.472028 -0.596697 3.871284 0.0154 -0.2489 -0.1789
O -2.261282 1.284021 1.799316 0.2037 -1.3280 -0.1946
H -1.906009 0.361233 1.901861 -0.1710 1.1759 0.1239
H -2.658984 1.216038 0.923245 -0.1323 0.3321 0.0531
```
Positions in Å, forces in eV/Å.

=====

ORCA calculation (ωB97M-V with the def2-TZVPD basis set) on a 2-piece molecular cluster, C7H17NO6S overall at a distorted geometry.

HOMO   -0.2814 Eh
Frontier orbital gap   7.399 eV
Total charge   0
Strongest force on any atom   0.11006 hartree/bohr

```
32
Properties=species:S:1:pos:R:3:forces:R:3
C -1.065379 -1.734615 1.800965 4.4076 3.1444 -0.1143
C 1.014546 2.686661 -1.233541 -0.2791 -1.9866 -1.8254
C -2.348499 -0.188135 0.339984 2.7768 -2.8804 -2.0081
C -0.895364 -2.062233 -0.758233 4.4773 -0.0801 1.8126
C 0.417907 1.327650 1.354913 5.3139 1.4675 -1.2812
C -1.095921 -1.154723 0.419641 -0.1574 2.8662 -0.4380
C 0.764125 0.578460 0.061677 -2.1211 -1.1423 0.2674
N 0.912598 1.213571 -1.166261 -1.0731 0.1874 0.2987
O 3.358746 0.380806 0.147562 -0.9450 -0.4396 1.0347
O 2.136775 -1.484083 1.326244 -0.6527 1.6520 -1.2712
O 2.209798 -1.203326 -1.172300 -1.3211 -0.4918 0.1946
O -2.212207 0.727653 -0.729073 -0.9602 0.4730 0.2797
O -0.712914 -1.384928 -1.961273 0.4615 0.8573 -0.8035
O -0.609707 2.239751 1.234206 0.2306 -0.5648 0.9329
S 2.167603 -0.458078 0.289105 3.4527 -0.8811 -0.2105
H 0.030595 -1.973902 1.948559 -1.2039 -0.3554 0.2628
H -1.611981 -2.576329 1.704466 -2.0026 -3.0462 0.6734
H -1.313280 -1.001243 2.616607 -0.2887 -0.9617 -0.8625
H 1.780951 2.990085 -0.645833 2.3489 1.2148 1.9455
H 1.176775 3.078041 -2.209855 0.7501 -0.5693 -1.2523
H 0.155429 3.229047 -1.042054 -2.1472 0.3181 1.3008
H -2.311261 0.161081 1.346437 -0.9810 1.4872 0.2293
H -3.121010 -0.945154 0.172512 -0.7535 0.5070 0.2095
H -1.726427 -2.667155 -0.846086 -2.0267 -1.4820 -0.4486
H 0.029487 -2.821353 -0.475322 -1.9723 1.7267 -0.8354
H 0.425260 0.443498 1.952298 -0.8782 0.1275 1.9789
H 1.381163 1.986247 1.568891 -1.6831 -1.3550 0.1577
H 1.501186 0.603715 -1.705426 0.3605 0.8934 -0.9672
H 3.099568 -1.304361 -1.549762 -0.0296 0.3664 0.6452
H -2.350335 0.287472 -1.595422 0.3187 0.1134 0.9924
H -0.035646 -0.654264 -1.910492 -1.1277 -1.2748 0.4544
H -1.152568 1.680143 0.716862 -2.2946 0.1089 -1.3524
```
Positions in Å, forces in eV/Å.

=====

ORCA calculation (ωB97M-V with the def2-TZVPD basis set) on one molecule with the formula C7H17NSi at a distorted geometry.

HOMO   -0.3177 Eh
Frontier orbital gap   9.630 eV
Total charge   0
Strongest force on any atom   0.13051 hartree/bohr

```
26
Properties=species:S:1:pos:R:3:forces:R:3
C -0.180753 0.616040 -3.059276 1.1307 0.1567 1.1065
C 0.352785 0.657938 -1.834841 -0.2405 -0.7738 1.1400
N 0.202860 -0.496976 -0.759471 3.0103 5.3324 -2.7468
C -1.019589 -1.099075 -0.817937 -3.5334 -2.0453 0.5764
C -2.268854 -0.167266 -0.719795 -0.5965 -1.6977 -1.2311
Si 0.738162 0.101663 0.772291 -0.1069 2.0061 1.8628
C -0.143420 1.711781 1.443302 0.2849 -2.0803 0.4568
C 2.630543 0.385254 0.742693 -1.3534 -0.5906 1.4037
C 0.138579 -1.154796 2.029167 0.2228 -0.8870 -1.6461
H 0.052464 1.424658 -3.777459 -0.5721 -0.7568 0.4668
H -0.717780 -0.286393 -3.255127 -0.3681 -0.1979 -1.0175
H 0.805788 1.635313 -1.542671 0.1454 -1.2262 0.2913
H -0.941056 -1.895733 -0.037308 -0.9101 0.4619 -0.6781
H -1.192788 -1.613650 -1.762110 0.3027 -0.4297 -0.1419
H -2.395626 0.283069 -1.679228 0.4579 0.9640 -0.6300
H -3.256249 -0.637219 -0.714543 0.2765 -0.9080 0.6207
H -2.314424 0.569957 0.014871 0.4657 1.2125 1.3890
H -0.593948 2.250292 0.667326 -0.5521 1.2237 -1.1026
H -0.938088 1.391683 2.122009 -0.1980 -0.2014 -0.2310
H 0.459250 2.316623 2.086177 0.7833 0.6215 0.0111
H 2.927806 -0.514360 0.274801 0.8952 -1.1443 -0.5325
H 3.061078 1.192235 0.196081 -0.0383 0.7750 -0.3783
H 3.024264 0.379157 1.782283 -0.2298 0.0900 -0.6060
H 0.233837 -2.083924 1.440556 0.5074 -0.2456 0.7488
H 0.787390 -1.152064 2.888661 -0.1076 -0.2412 0.5238
H -0.938784 -1.153831 2.227383 0.3241 0.5819 0.3442
```
Positions in Å, forces in eV/Å.

=====

What energy above the lowest of the compared OMol25 structures with the same formula, charge and spin values result from the calculations? In sequence: 5.8; 111.0; 34.5 kcal/mol.
What electronic energy values result from the calculations? In sequence: -13120.4897; -32138.6555; -16901.5445 eV.